(1)
64
Properties=species:S:1:pos:R:3 method="wB97M-V/def2-TZVPD" total_charge=+1 relative_energy_kj_mol=11.9 e_tot_ev=-71059.0986
Pd 0.97625 0.32317 -0.66964
C 1.41336 -1.69683 2.45475
C 0.27243 -0.90000 2.93116
C 0.47560 0.38523 2.55512
C 1.79953 0.41832 1.82209
C 2.32788 -0.88921 1.77827
C 3.66669 -1.25617 1.23167
C 2.60619 1.64388 1.65626
C -0.32948 1.58903 2.85430
C -0.86716 -1.49574 3.67842
C 1.55549 -3.13791 2.74062
H 3.77184 -2.33160 1.09089
H 4.46550 -0.94451 1.90958
H 3.83330 -0.74816 0.27871
H 3.28428 1.57827 0.80557
H 3.21492 1.73422 2.56736
H 1.99379 2.53892 1.58267
H -0.67080 2.07419 1.93710
H 0.26086 2.32073 3.41367
H -1.21218 1.33830 3.43636
H -1.48653 -2.09634 3.00718
H -1.50410 -0.73035 4.11394
H -0.51912 -2.15029 4.47950
H 1.66863 -3.28478 3.81983
H 2.40825 -3.59049 2.24216
H 0.63910 -3.66669 2.46412
N 1.23616 -1.72142 -1.08526
C 1.75426 -2.06405 -2.44211
C 3.02417 -1.27786 -2.76287
C 2.67406 0.19702 -2.62131
O 2.17305 0.80495 -3.54207
O 2.81960 0.66327 -1.39030
H 1.82471 -2.15519 -0.38112
H 0.29394 -2.09101 -0.96109
H 0.97872 -1.81378 -3.16385
H 1.93478 -3.13881 -2.50174
H 3.31649 -1.48342 -3.79099
H 3.83687 -1.55878 -2.09228
O -0.83594 -0.02625 -0.00170
C -1.86000 0.65611 -0.71463
C -2.86636 1.16929 0.29158
C -3.42543 2.40840 0.38350
C -4.31322 2.53558 1.48673
C -4.39685 1.39172 2.21724
S -3.42017 0.14925 1.56150
C -2.47265 -0.28627 -1.73881
C -1.83430 -0.80064 -2.83409
C -2.64362 -1.69955 -3.57533
C -3.88311 -1.84344 -3.02778
S -4.07268 -0.88869 -1.62779
C -1.21411 1.82117 -1.44666
C -1.34529 2.31515 -2.68971
C -0.31088 3.25908 -3.04392
C 0.61555 3.42724 -2.08396
S 0.18111 2.53959 -0.65716
H -3.21717 3.20327 -0.31934
H -4.85794 3.43699 1.72476
H -4.99258 1.20883 3.09689
H -0.83208 -0.50891 -3.12353
H -2.32656 -2.20279 -4.47716
H -4.69858 -2.45214 -3.38313
H -2.11729 1.99048 -3.37222
H -0.26505 3.75993 -3.99951
H 1.49384 4.05045 -2.09248

=====

(2)
68
Properties=species:S:1:pos:R:3 method="wB97M-V/def2-TZVPD" total_charge=+2 relative_energy_kj_mol=83.3 e_tot_ev=-116410.7409
Au -0.14336 -0.23464 -0.13484
C 0.35216 2.41944 1.32803
N 0.74955 1.66526 0.10710
C 2.21089 1.57650 -0.10202
C 2.68755 0.27297 0.43108
N 1.85665 -0.73871 0.59724
C 2.61767 -1.80662 1.08299
C 2.26142 -3.09146 1.47722
C 3.26655 -3.91785 1.93234
C 4.59872 -3.48044 2.00693
C 4.96185 -2.20219 1.64155
C 3.94000 -1.37868 1.18281
N 3.94141 -0.04999 0.76665
C -0.74819 1.74410 2.08534
N -0.97652 0.45805 1.98046
C -1.97949 0.17226 2.90536
C -2.57139 -1.03717 3.26607
C -3.53485 -1.00808 4.25233
C -3.90334 0.19335 4.88075
C -3.30944 1.39446 4.55358
C -2.34126 1.35162 3.55665
N -1.53173 2.34131 3.00414
H 0.06270 3.43073 1.03511
H 1.22167 2.50315 1.98310
H 0.35449 2.12298 -0.74255
H 2.72182 2.41751 0.36959
H 2.39355 1.63617 -1.17814
H 1.23641 -3.42010 1.44755
H 3.02974 -4.92406 2.24913
H 5.35583 -4.16088 2.37080
H 5.98566 -1.86250 1.71382
H 4.74194 0.56058 0.71695
H -2.26551 -1.97278 2.81360
H -4.00955 -1.92845 4.56300
H -4.66258 0.17157 5.65003
H -3.58206 2.31363 5.05331
H -1.51956 3.31615 3.25725
C -3.25309 -1.70944 -0.28649
As -1.42996 -2.17554 -0.63035
C -1.00645 -3.73748 0.39133
C -1.30095 -2.71935 -2.46129
H -3.84864 -2.55869 -0.62614
H -3.49130 -0.81703 -0.85952
H -3.41114 -1.53451 0.77524
H -1.77689 -4.46950 0.14166
H -1.01967 -3.54076 1.46060
H -0.03750 -4.11995 0.08116
H -1.53704 -3.78447 -2.47036
H -0.30620 -2.53433 -2.85174
H -2.03636 -2.15946 -3.03330
C -4.33265 1.65251 -7.47474
C -3.49035 1.50309 -6.24292
C -2.80590 0.31499 -5.98796
C -1.99878 0.18088 -4.87211
C -1.87912 1.25318 -3.99779
C -2.53808 2.45430 -4.23081
C -3.34100 2.56485 -5.35080
S -0.88214 1.10976 -2.57950
O -0.18009 2.36481 -2.35151
O -0.01288 -0.05541 -2.73883
O -1.76629 0.81129 -1.36626
H -4.78165 0.70380 -7.76439
H -3.72011 1.99732 -8.31004
H -5.12663 2.38200 -7.32536
H -2.89295 -0.51038 -6.68311
H -1.42805 -0.72175 -4.70993
H -2.41657 3.29068 -3.55570
H -3.85774 3.49667 -5.54196

=====

(3)
68
Properties=species:S:1:pos:R:3 method="wB97M-V/def2-TZVPD" total_charge=+2 relative_energy_kj_mol=14.8 e_tot_ev=-116411.4511
Au -1.94770 -1.91551 -1.03909
C -3.93561 0.08297 2.57339
N -4.10789 -1.01223 1.65316
C -4.79845 -0.67613 0.41315
C -3.96703 0.27657 -0.38501
N -2.85752 -0.02160 -1.01832
C -2.35559 1.16992 -1.53686
C -1.21455 1.41834 -2.29736
C -0.97594 2.72865 -2.65920
C -1.84941 3.76850 -2.29322
C -2.99113 3.52910 -1.55620
C -3.21924 2.20745 -1.18451
N -4.23068 1.60328 -0.45187
C -2.67547 0.85973 2.31210
N -1.57338 0.33355 1.74584
C -0.71961 1.33737 1.65462
C 0.61054 1.36304 1.01199
C 1.38551 2.60313 1.30035
C 0.82374 3.69965 1.84736
C -0.53192 3.67836 2.31783
C -1.25767 2.53461 2.18952
N -2.53311 2.15954 2.60441
H -3.84475 -0.31925 3.58692
H -4.78059 0.78845 2.59660
H -4.53490 -1.80839 2.10269
H -5.78779 -0.22654 0.57798
H -4.93933 -1.59036 -0.16226
H -0.55319 0.61524 -2.58962
H -0.10786 2.96269 -3.26070
H -1.63137 4.77699 -2.61734
H -3.67715 4.32562 -1.30054
H -5.08938 2.03432 -0.14919
H 0.34982 1.47716 -0.07043
H 2.42246 2.60017 0.98589
H 1.40150 4.60271 1.98206
H -0.94174 4.55940 2.79836
H -3.22723 2.75054 3.03719
C -0.38361 -4.68515 0.67605
As -0.91911 -4.05615 -1.06489
C 0.68176 -4.17556 -2.12708
C -2.05189 -5.45774 -1.75382
H 0.08198 -5.66473 0.57757
H -1.25735 -4.75995 1.32013
H 0.32489 -3.97683 1.09867
H 1.01181 -5.21311 -2.15392
H 1.44497 -3.55849 -1.66067
H 0.48568 -3.82579 -3.13800
H -1.51198 -6.40292 -1.72338
H -2.33033 -5.22969 -2.78054
H -2.95199 -5.53342 -1.14739
C 7.69273 0.98477 -0.05908
C 6.25458 0.55825 -0.06976
C 5.82073 -0.51829 0.70206
C 4.49351 -0.91107 0.70302
C 3.59091 -0.20967 -0.08519
C 3.99270 0.86613 -0.87274
C 5.32281 1.23996 -0.85704
S 1.91318 -0.66902 -0.06238
O 1.23784 -0.15513 -1.21898
O 1.33405 0.17558 1.20186
O 1.76411 -2.02762 0.33358
H 8.33522 0.20927 0.35225
H 7.81622 1.88143 0.55138
H 8.03704 1.22437 -1.06448
H 6.53584 -1.06467 1.30319
H 4.16299 -1.75495 1.29300
H 3.28095 1.37212 -1.51229
H 5.65334 2.06102 -1.48080

=====

(4)
71
Properties=species:S:1:pos:R:3 method="wB97M-V/def2-TZVPD" total_charge=+1 relative_energy_kj_mol=148.3 spin_multiplicity=2 e_tot_ev=-156716.9096
Ru -0.34277 -0.14882 -0.20699
Cl 2.54697 0.70175 1.27539
C 1.72583 2.22468 1.53087
Cl 0.18863 2.26586 0.58600
H 2.34975 3.03698 1.17976
H 1.45531 2.32200 2.57634
C 2.09164 -3.28224 -3.34828
C 1.19446 -2.11573 -2.96707
O 0.49879 -1.62890 -4.12390
P 2.12895 -0.66381 -2.38408
O 3.35542 -1.05461 -1.48056
O 2.82788 -0.09358 -3.67644
O 1.21882 0.29504 -1.68640
P 0.02302 -2.48469 -1.61907
O -0.43269 -3.98702 -1.82644
O 0.77840 -2.31878 -0.32412
O -1.10659 -1.47286 -1.72538
H 2.83491 -2.96969 -4.08318
H 1.48298 -4.07038 -3.78769
H 2.59840 -3.68630 -2.47103
H -0.36921 -1.30373 -3.83952
H 4.10997 -1.44064 -1.94229
H 2.21103 0.07085 -4.40481
H -1.38873 -4.09899 -1.91058
C -3.58993 -4.50300 2.67788
C -3.76073 -3.25136 3.24816
C -2.84878 -2.23582 2.98903
C -1.76542 -2.49075 2.15883
C -1.59546 -3.74105 1.56995
C -2.51193 -4.74666 1.83600
As -0.43452 -1.14521 1.90072
C -0.61141 0.15269 3.28108
C -1.52162 1.19461 3.35899
C -1.47094 2.03896 4.46072
C -0.51270 1.83471 5.44904
C 0.40916 0.80148 5.34957
C 0.37040 -0.05052 4.25147
C 1.31076 -1.16641 3.98268
C 2.34872 -1.55212 4.81992
C 3.18427 -2.59340 4.44374
C 2.99394 -3.25378 3.23697
C 1.95898 -2.88116 2.38704
C 1.12704 -1.84517 2.77472
H -4.29839 -5.29287 2.88982
H -4.60476 -3.05958 3.89721
H -2.98574 -1.26109 3.43908
H -0.75404 -3.93371 0.91763
H -2.38229 -5.72382 1.38902
H -2.25521 1.34587 2.57624
H -2.17764 2.85303 4.55152
H -0.48150 2.49257 6.30790
H 1.15164 0.66914 6.12575
H 2.51068 -1.04854 5.76419
H 3.99278 -2.89085 5.09848
H 3.65516 -4.06293 2.95600
H 1.81299 -3.37957 1.44155
C -4.24114 2.02212 -3.24433
Si -2.65845 2.44672 -2.38994
C -2.71336 4.15725 -1.68447
C -1.18497 2.24153 -3.50378
C -2.39978 1.26577 -0.97120
C -2.17165 0.55305 0.01868
H -4.39940 2.70127 -4.08614
H -5.09489 2.11785 -2.57125
H -4.22691 1.00074 -3.62886
H -2.88438 4.89750 -2.47007
H -1.77554 4.41047 -1.18465
H -3.52112 4.25079 -0.95584
H -1.21564 3.00757 -4.28245
H -1.18566 1.26230 -3.98900
H -0.24491 2.34342 -2.95654